No. 1
Here is a molecular structure, C36H39AuO7S from the Open Molecules 2025 dataset. Energies are from ωB97M-V with the def2-TZVPD basis set.

The electronic energy is -2455.6151 a.u. The multiplicity is 3. The value obtained for the HOMO energy (alpha / beta) is -8.390 / -8.436 eV. Its total charge is 0. The calculation puts the HOMO-LUMO gap (alpha / beta) at 0.3266 / 0.2012 Ha.

CARTESIAN COORDINATES (ANGSTROEM)
Au  -2.162  -1.176  0.013
C  3.679  1.467  1.125
C  2.923  1.168  -0.169
C  3.781  1.476  -1.383
O  2.531  -0.218  -0.119
C  1.134  -0.319  -0.059
C  0.733  1.114  0.348
O  1.728  1.909  -0.269
C  -0.750  1.552  0.260
O  -1.435  0.590  0.992
C  -1.332  1.761  -1.136
C  -0.594  2.333  -2.181
C  -1.211  2.650  -3.377
C  -2.562  2.389  -3.564
C  -3.315  1.865  -2.517
C  -2.716  1.587  -1.305
C  -0.942  2.943  0.908
C  -1.982  3.132  1.810
C  -2.237  4.384  2.350
C  -1.467  5.473  1.976
C  -0.437  5.296  1.064
C  -0.167  4.041  0.541
C  0.515  -1.011  -1.375
O  -0.777  -0.596  -1.532
C  1.348  -0.772  -2.646
C  2.645  -1.273  -2.754
C  3.345  -1.151  -3.942
C  2.765  -0.534  -5.042
C  1.467  -0.061  -4.949
C  0.759  -0.194  -3.762
C  0.538  -2.541  -1.172
C  -0.239  -3.286  -2.058
C  -0.231  -4.668  -2.007
C  0.536  -5.324  -1.055
C  1.302  -4.586  -0.167
C  1.315  -3.200  -0.230
H  4.597  0.882  1.145
H  3.071  1.190  1.986
H  3.918  2.528  1.183
H  4.638  0.806  -1.420
H  4.125  2.508  -1.318
H  3.192  1.355  -2.290
H  0.837  -0.986  0.748
H  0.903  1.130  1.436
H  0.466  2.494  -2.060
H  -0.630  3.079  -4.184
H  -3.026  2.592  -4.520
H  -4.373  1.686  -2.652
H  -3.314  1.248  -0.470
H  -2.603  2.289  2.071
H  -3.047  4.503  3.060
H  -1.670  6.454  2.388
H  0.159  6.143  0.748
H  0.647  3.918  -0.157
H  3.107  -1.760  -1.908
H  4.350  -1.547  -4.014
H  3.320  -0.435  -5.965
H  0.998  0.403  -5.808
H  -0.266  0.131  -3.697
H  -0.847  -2.768  -2.790
H  -0.831  -5.235  -2.706
H  0.535  -6.404  -1.007
H  1.906  -5.080  0.582
H  1.942  -2.648  0.457
C  1.577  -1.882  4.634
C  0.113  -2.211  4.371
S  -0.573  -1.063  3.076
O  -1.168  -2.058  2.115
C  -1.939  -0.395  4.086
C  -3.043  -1.410  4.308
H  2.075  -2.727  5.109
H  1.676  -1.016  5.288
H  2.092  -1.664  3.697
H  -0.481  -2.142  5.280
H  -0.009  -3.197  3.929
H  -2.307  0.454  3.518
H  -1.469  -0.042  5.006
H  -3.459  -1.706  3.348
H  -3.838  -0.965  4.907
H  -2.682  -2.302  4.821
O  -4.206  -1.606  1.011
C  -4.311  -2.609  0.269
O  -3.430  -2.916  -0.575
H  -5.208  -3.240  0.346

=====

No. 2
Here is 5 unconnected molecules or ions with the total composition C36H39BF4O7 from the Open Molecules 2025 dataset. Energies are from ωB97M-V with the def2-TZVPD basis set.

The electronic energy is -2346.1953 a.u. The multiplicity is 1. The value obtained for the HOMO energy is -9.205 eV. Its total charge is 0. The calculation puts the HOMO-LUMO gap at 0.3550 Ha.

CARTESIAN COORDINATES (ANGSTROEM)
C  0.343  6.060  -0.318
C  -0.693  5.513  -0.577
C  -1.994  5.033  -1.046
C  -1.919  4.159  -2.327
C  -0.778  3.167  -2.277
O  -0.792  2.448  -3.509
C  -0.180  1.171  -3.448
C  1.215  1.155  -2.824
C  2.096  0.001  -3.342
C  -1.824  5.088  -3.560
C  -0.470  5.700  -3.863
O  -0.281  6.875  -3.741
O  0.541  4.887  -4.278
O  -3.205  3.515  -2.514
C  -3.466  2.364  -1.861
O  -3.057  2.094  -0.755
B  -4.413  1.314  -2.653
O  -4.840  0.221  -1.978
O  -4.805  1.518  -3.951
C  -6.128  2.059  -4.104
H  1.270  6.438  0.043
H  -2.460  4.462  -0.242
H  -2.649  5.880  -1.252
H  0.172  3.689  -2.163
H  -0.859  2.485  -1.430
H  -0.842  0.446  -2.952
H  -0.086  0.840  -4.485
H  1.147  1.130  -1.738
H  1.693  2.103  -3.091
H  2.042  -0.850  -2.666
H  3.130  0.339  -3.390
H  1.785  -0.293  -4.345
H  -2.504  5.928  -3.447
H  -2.181  4.492  -4.405
H  0.265  4.338  -5.021
H  -4.277  0.030  -1.213
H  -6.038  3.096  -4.426
H  -6.670  1.484  -4.852
H  -6.690  2.006  -3.169
F  1.168  2.930  0.185
C  1.713  1.853  0.789
C  2.979  1.441  0.424
C  3.517  0.320  1.041
C  2.779  -0.367  1.998
C  1.504  0.064  2.342
C  0.964  1.190  1.738
H  3.527  1.987  -0.333
H  4.508  -0.009  0.767
H  3.196  -1.244  2.478
H  0.925  -0.474  3.080
H  -0.023  1.551  1.990
F  -1.727  -0.148  2.360
C  -2.522  -1.093  1.816
C  -2.107  -2.408  1.844
C  -2.930  -3.381  1.291
C  -4.144  -3.024  0.720
C  -4.539  -1.692  0.700
C  -3.724  -0.711  1.253
H  -1.155  -2.662  2.292
H  -2.623  -4.413  1.307
H  -4.783  -3.784  0.293
H  -5.485  -1.414  0.254
H  -4.011  0.333  1.256
F  -2.374  -5.969  2.887
C  -2.000  -5.721  4.161
C  -0.697  -5.339  4.408
C  -0.318  -5.076  5.717
C  -1.237  -5.203  6.750
C  -2.541  -5.591  6.474
C  -2.933  -5.850  5.168
H  0.004  -5.253  3.588
H  0.698  -4.772  5.930
H  -0.937  -4.999  7.769
H  -3.259  -5.692  7.277
H  -3.946  -6.146  4.929
F  6.364  -0.467  -0.183
C  6.969  -1.557  0.341
C  8.233  -1.885  -0.105
C  8.860  -3.001  0.430
C  8.218  -3.770  1.391
C  6.945  -3.420  1.821
C  6.311  -2.303  1.297
H  8.712  -1.275  -0.859
H  9.853  -3.269  0.095
H  8.709  -4.640  1.805
H  6.442  -4.020  2.567
H  5.322  -2.014  1.624

=====

No. 3
Here is a molecular structure, C36H39BO4S2 from the Open Molecules 2025 dataset. Energies are from ωB97M-V with the def2-TZVPD basis set.

The electronic energy is -2517.2355 a.u. The value obtained for the energy above the lowest of the compared OMol25 structures with the same formula, charge and spin is 485.48 kJ/mol. The multiplicity is 1. The value obtained for the HOMO energy is -5.842 eV. Its total charge is 0. The calculation puts the HOMO-LUMO gap at 0.1879 Ha.

CARTESIAN COORDINATES (ANGSTROEM)
C  4.713  3.336  3.100
C  3.393  2.809  3.577
C  3.092  2.319  4.850
C  1.702  2.140  5.089
C  0.882  2.532  4.032
B  0.149  -2.317  2.929
C  -0.379  3.129  4.084
C  -1.238  3.196  5.160
C  -2.462  3.813  4.865
C  -2.489  4.402  3.603
C  -3.595  5.169  2.970
S  -1.041  4.068  2.744
O  0.928  -2.156  1.814
C  2.283  -2.231  2.324
C  2.944  -3.235  1.400
C  3.005  -0.891  2.213
C  2.138  -2.694  3.858
C  2.225  -4.204  4.157
C  3.028  -1.965  4.851
O  0.778  -2.379  4.159
S  1.959  2.824  2.639
H  5.461  3.297  3.902
H  5.102  2.790  2.228
H  4.563  4.380  2.797
H  3.883  2.119  5.577
H  1.298  1.836  6.049
H  -0.982  2.775  6.117
H  -3.305  3.851  5.546
H  -4.216  5.670  3.727
H  -3.203  5.927  2.277
H  -4.226  4.489  2.370
H  3.973  -3.454  1.698
H  2.354  -4.160  1.359
H  2.966  -2.825  0.376
H  4.067  -0.971  2.509
H  2.983  -0.523  1.182
H  2.515  -0.150  2.850
H  3.247  -4.594  4.064
H  1.928  -4.319  5.211
H  1.542  -4.804  3.536
H  4.061  -2.294  4.678
H  2.967  -0.873  4.757
H  2.737  -2.250  5.872
C  -5.946  2.233  0.758
O  -4.550  2.369  0.406
C  -3.623  1.881  1.278
C  -2.278  1.706  0.837
C  -1.362  1.112  1.668
C  -1.737  0.621  2.958
C  -1.056  -0.469  3.568
C  -1.679  -1.208  4.682
C  -2.046  -2.586  4.566
C  -2.728  -3.278  5.565
C  -2.950  -2.652  6.799
O  -3.446  -3.311  7.898
C  -4.153  -4.506  7.718
C  -3.838  -5.556  8.592
C  -4.499  -6.777  8.450
C  -5.500  -6.933  7.485
C  -5.831  -5.867  6.643
C  -5.149  -4.649  6.742
C  -2.556  -1.313  6.985
C  -1.984  -0.604  5.933
C  -2.973  1.126  3.458
C  -3.944  1.596  2.618
H  -6.456  2.518  -0.160
H  -6.191  1.191  1.016
H  -6.206  2.922  1.577
H  -2.003  2.045  -0.163
H  -0.359  0.866  1.311
H  -0.763  -1.307  2.775
H  -1.866  -3.144  3.634
H  -3.090  -4.292  5.354
H  -3.045  -5.402  9.326
H  -4.222  -7.606  9.105
H  -6.022  -7.886  7.388
H  -6.614  -5.969  5.887
H  -5.356  -3.832  6.041
H  -2.752  -0.841  7.951
H  -1.722  0.441  6.061
H  -3.244  0.923  4.497
H  -4.972  1.734  2.969

=====

Q: Which value of electronic energy does entry 3 give?
A: -2517.2355 a.u.

=====

Q: Which of these has the highest multiplicity?
A: C36H39AuO7S